Entry 1:
106
Properties=species:S:1:pos:R:3:forces:R:3 method="wB97M-V/def2-TZVPD" gap_ev=6.760
Tl 1.401 2.755 1.159 0.1 0.1 -0.1
O -1.026 3.486 0.499 -0.1 -0.1 0.0
As -2.243 2.768 -0.351 0.1 0.1 0.1
C -1.636 2.236 -2.100 0.0 0.0 0.0
C -0.300 2.438 -2.418 0.0 0.0 0.0
C 0.173 2.047 -3.665 0.0 0.0 0.0
C -0.682 1.448 -4.580 0.0 0.0 0.0
C -2.020 1.251 -4.260 0.0 0.0 0.0
C -2.499 1.654 -3.023 0.0 0.0 0.0
C -3.699 3.979 -0.687 0.0 0.0 -0.1
C -4.890 3.920 0.024 0.0 0.0 0.1
C -5.889 4.853 -0.225 0.0 0.0 0.0
C -5.694 5.841 -1.178 0.0 0.0 0.0
C -4.499 5.905 -1.883 0.0 0.0 0.0
C -3.502 4.974 -1.640 0.0 0.0 0.0
C -2.983 1.234 0.532 0.0 0.0 0.0
C -2.270 0.729 1.609 0.0 0.0 0.0
C -2.725 -0.411 2.260 0.0 0.0 0.0
C -3.879 -1.045 1.824 0.0 0.0 0.0
C -4.591 -0.539 0.742 0.0 0.0 0.0
C -4.146 0.604 0.095 0.0 0.0 0.0
H 0.363 2.887 -1.687 0.0 0.0 0.0
H 1.212 2.212 -3.921 0.0 0.0 0.0
H -0.309 1.143 -5.549 0.0 0.0 0.0
H -2.689 0.791 -4.976 0.0 0.0 0.0
H -3.546 1.504 -2.783 0.0 0.0 0.0
H -5.042 3.158 0.778 0.0 0.0 0.0
H -6.817 4.807 0.330 0.0 0.0 0.0
H -6.473 6.567 -1.370 0.0 0.0 0.0
H -4.345 6.680 -2.622 0.0 0.0 0.0
H -2.569 5.025 -2.190 0.0 0.0 0.0
H -1.358 1.216 1.928 0.0 0.0 0.0
H -2.168 -0.794 3.106 0.0 0.0 0.0
H -4.234 -1.932 2.333 0.0 0.0 0.0
H -5.494 -1.032 0.406 0.0 0.0 0.0
H -4.712 0.997 -0.742 0.0 0.0 0.0
Br -1.823 0.511 7.050 0.0 0.0 0.0
C -0.888 1.107 5.502 0.0 0.0 0.0
C -1.128 2.375 5.004 0.0 0.0 0.0
C -0.450 2.782 3.856 0.0 -0.1 0.1
C 0.465 1.965 3.186 0.0 0.1 0.1
C 0.679 0.704 3.747 0.0 0.0 0.0
C 0.017 0.259 4.888 0.0 0.0 0.0
H -1.840 3.027 5.495 0.0 0.0 0.0
H -0.685 3.768 3.462 0.0 0.0 0.0
H 1.383 0.022 3.278 0.0 0.0 0.0
H 0.197 -0.731 5.292 0.0 0.0 0.0
C 5.095 0.932 4.706 0.0 0.0 0.0
C 4.311 0.927 3.477 0.0 0.0 0.0
N 3.673 0.911 2.524 0.1 -0.1 -0.1
H 4.746 0.138 5.363 0.0 0.0 0.0
H 4.977 1.888 5.213 0.0 0.0 0.0
H 6.148 0.775 4.477 0.0 0.0 0.0
O 0.524 0.491 0.048 -0.1 0.0 -0.1
P 1.153 -0.721 -0.578 0.1 0.0 0.0
C 1.804 -1.774 0.750 0.0 0.0 0.1
C 2.822 -2.886 0.389 0.0 0.0 0.0
C 2.385 -4.248 0.924 0.0 0.0 0.0
C 2.146 -4.193 2.433 0.0 0.0 0.0
C 1.218 -3.024 2.843 0.0 0.0 0.0
C 0.656 -2.288 1.631 0.0 0.0 0.0
C -0.038 -1.589 -1.665 0.0 0.0 0.0
C 0.203 -3.096 -1.964 0.0 0.0 0.0
C -0.945 -3.983 -1.483 0.0 0.0 0.0
C -2.288 -3.572 -2.096 0.0 0.0 0.0
C -2.430 -2.040 -2.176 0.0 0.0 0.0
C -1.482 -1.341 -1.209 0.0 0.0 0.0
C 2.527 -0.227 -1.667 0.0 0.0 -0.1
C 2.926 -1.203 -2.808 0.0 0.0 0.0
C 4.432 -1.448 -2.852 0.0 0.0 0.0
C 5.207 -0.134 -2.924 0.0 0.0 0.0
C 4.778 0.857 -1.816 0.0 0.0 0.0
C 3.742 0.258 -0.869 0.0 -0.1 0.0
H 2.325 -1.010 1.344 0.0 0.0 0.0
H 3.792 -2.633 0.827 0.0 0.0 0.0
H 2.997 -2.947 -0.688 0.0 0.0 0.0
H 3.146 -4.997 0.696 0.0 0.0 0.0
H 1.474 -4.572 0.412 0.0 0.0 0.0
H 3.113 -4.092 2.933 0.0 0.0 0.0
H 1.731 -5.145 2.769 0.0 0.0 0.0
H 1.769 -2.304 3.454 0.0 0.0 0.0
H 0.399 -3.388 3.466 0.0 0.0 0.0
H 0.037 -1.445 1.944 0.0 0.0 0.0
H 0.007 -2.959 1.063 0.0 0.0 0.0
H 0.075 -1.031 -2.605 0.0 0.0 0.0
H 1.135 -3.457 -1.528 0.0 0.0 0.0
H 0.311 -3.226 -3.045 0.0 0.0 0.0
H -1.014 -3.932 -0.395 0.0 0.0 0.0
H -0.721 -5.025 -1.723 0.0 0.0 0.0
H -3.096 -3.992 -1.492 0.0 0.0 0.0
H -2.390 -4.010 -3.092 0.0 0.0 0.0
H -3.461 -1.742 -1.980 0.0 0.0 0.0
H -2.195 -1.692 -3.188 0.0 0.0 0.0
H -1.646 -1.694 -0.186 0.0 0.0 0.0
H -1.663 -0.273 -1.190 0.0 0.0 0.0
H 2.083 0.668 -2.121 0.0 0.0 0.0
H 2.614 -0.772 -3.765 0.0 0.0 0.0
H 2.404 -2.158 -2.734 0.0 0.0 0.0
H 4.675 -2.076 -3.712 0.0 0.0 0.0
H 4.739 -2.012 -1.967 0.0 0.0 0.0
H 5.044 0.314 -3.908 0.0 0.0 0.0
H 6.278 -0.339 -2.858 0.0 0.0 0.0
H 4.345 1.757 -2.262 0.0 0.0 0.0
H 5.644 1.192 -1.243 0.0 0.0 0.0
H 3.433 1.004 -0.138 0.0 0.0 0.0
H 4.181 -0.567 -0.300 0.0 0.0 0.0

=====

Entry 2:
99
Properties=species:S:1:pos:R:3:forces:R:3 method="wB97M-V/def2-TZVPD" gap_ev=5.888
Mg 12.834 10.986 11.598 0.0 -0.8 0.2
C 11.685 8.197 15.339 0.1 0.3 0.1
C 12.556 9.062 14.690 0.0 0.1 -0.1
N 12.123 10.188 14.107 0.2 -0.3 0.3
C 10.823 10.430 14.165 -0.1 0.1 -0.2
C 9.959 9.546 14.808 -0.4 0.4 -0.1
N 10.379 8.452 15.403 0.1 -0.3 0.1
C 10.353 11.650 13.428 0.0 -0.3 0.0
C 9.137 12.287 13.661 0.4 0.0 0.0
C 8.868 13.456 12.966 -0.3 0.2 0.2
C 9.801 13.986 12.082 0.0 -0.2 0.1
C 10.978 13.296 11.920 0.9 -0.4 -0.3
N 11.211 12.124 12.531 0.1 0.5 0.0
C 12.164 13.876 11.194 -0.8 -0.1 0.5
C 12.103 15.054 10.476 0.5 0.2 -0.2
N 13.206 15.664 10.045 -0.3 0.1 -0.2
C 14.368 15.063 10.260 -0.3 0.1 0.1
C 14.418 13.851 10.933 0.1 0.0 -0.1
N 13.324 13.282 11.416 0.6 -0.1 0.1
C 7.658 14.255 13.243 -0.1 0.1 -0.1
C 6.977 14.890 12.211 -0.1 0.0 -0.2
C 5.898 15.696 12.524 -0.2 0.1 0.0
N 5.480 15.924 13.770 0.0 0.0 -0.3
C 6.153 15.333 14.750 -0.3 0.1 0.1
C 7.230 14.490 14.541 0.0 0.1 0.0
H 12.039 7.307 15.851 0.0 0.1 -0.2
H 13.618 8.842 14.612 -0.2 0.1 0.0
H 8.884 9.713 14.802 0.1 0.0 0.0
H 8.446 11.896 14.393 -0.1 0.1 0.0
H 9.631 14.933 11.590 0.0 0.0 0.1
H 11.163 15.516 10.234 -0.2 0.2 0.0
H 15.256 15.563 9.889 0.0 -0.1 0.1
H 15.368 13.351 11.072 -0.1 -0.1 0.1
H 7.266 14.765 11.168 0.0 -0.1 0.3
H 5.347 16.182 11.721 0.0 0.0 0.2
H 5.799 15.560 15.755 0.2 -0.1 -0.1
H 7.765 14.085 15.381 0.1 -0.2 0.2
N 14.914 10.869 12.306 -0.1 -0.4 -0.3
N 15.140 9.506 12.657 -0.1 -0.1 -0.1
C 14.218 8.503 12.101 0.2 0.4 -0.2
O 14.653 7.358 12.076 -0.2 0.4 0.1
O 13.093 8.969 11.749 0.5 0.1 0.3
H 15.430 11.142 11.467 0.0 -0.2 0.1
H 15.205 11.464 13.067 0.0 0.0 0.2
H 16.087 9.205 12.495 0.2 -0.1 0.0
C 8.892 6.310 12.866 0.1 0.2 0.0
N 8.099 7.308 12.177 0.2 0.2 0.0
C 6.749 7.274 11.927 -0.6 -0.1 -0.2
C 6.434 8.367 11.202 0.0 -0.1 0.1
N 7.608 9.076 11.038 0.3 -0.1 0.0
C 8.660 8.417 11.611 0.1 0.0 -0.1
S 10.292 8.799 11.570 -0.6 -0.2 0.0
H 8.342 5.370 12.929 0.0 0.2 0.0
H 9.158 6.679 13.861 0.0 -0.2 -0.1
H 9.799 6.189 12.276 0.1 -0.2 0.2
H 6.122 6.462 12.263 0.1 0.1 0.0
H 5.496 8.695 10.799 -0.1 0.0 0.0
H 7.764 9.880 10.455 0.0 0.0 0.0
C 9.851 9.931 7.984 -0.3 -0.1 0.3
C 10.721 11.119 7.599 0.3 0.0 -0.1
C 10.161 12.306 8.379 0.2 0.1 0.2
C 10.581 11.359 6.109 -0.4 0.3 -0.4
P 12.478 10.792 8.231 0.1 -0.3 0.3
N 12.545 11.115 9.718 0.0 0.2 0.1
C 13.710 11.924 7.323 0.0 0.0 0.0
C 13.137 13.331 7.421 -0.8 0.5 0.3
C 15.023 11.936 8.119 0.0 -0.3 -0.1
C 14.053 11.648 5.873 0.0 -0.1 -0.3
C 12.940 9.010 7.773 0.0 0.2 0.0
C 12.626 8.574 6.359 -0.4 0.1 -0.5
C 14.443 8.846 7.983 -0.2 0.3 0.6
C 12.282 8.017 8.721 -0.3 0.1 0.5
H 8.790 10.180 7.844 0.1 0.1 -0.1
H 9.981 9.654 9.029 0.1 0.1 0.1
H 10.056 9.058 7.389 0.0 -0.3 -0.3
H 9.108 12.412 8.121 -0.2 0.1 0.0
H 10.660 13.246 8.156 0.0 0.0 0.0
H 10.286 12.103 9.449 -0.1 0.1 -0.1
H 9.513 11.408 5.852 0.1 0.1 0.0
H 10.990 10.563 5.501 0.2 -0.3 -0.1
H 11.040 12.293 5.782 -0.1 0.0 0.0
H 12.777 13.558 8.437 0.2 -0.2 -0.3
H 12.299 13.512 6.735 0.2 -0.1 0.1
H 13.884 14.079 7.177 0.4 0.1 -0.1
H 14.800 11.831 9.173 0.0 0.1 0.3
H 15.540 12.873 7.923 0.2 0.2 0.0
H 15.680 11.116 7.834 0.0 0.1 0.0
H 13.177 11.673 5.239 -0.2 -0.1 -0.2
H 14.560 10.695 5.733 0.0 0.0 0.0
H 14.729 12.424 5.504 0.1 0.1 0.0
H 13.065 9.219 5.599 0.0 0.0 -0.1
H 11.550 8.515 6.182 0.1 0.0 -0.1
H 13.023 7.569 6.224 0.1 -0.2 -0.1
H 15.030 9.412 7.290 0.3 0.3 -0.5
H 14.715 7.808 7.868 0.0 -0.4 0.0
H 14.719 9.168 8.986 0.1 -0.1 0.1
H 11.213 7.901 8.564 0.0 0.0 0.0
H 12.435 8.275 9.769 0.0 0.1 -0.1
H 12.738 7.045 8.565 0.1 -0.3 -0.1

=====

Entry 3:
83
Properties=species:S:1:pos:R:3:forces:R:3 method="wB97M-V/def2-TZVPD" gap_ev="5.034 / 4.570" multiplicity=8 charge=+1
Gd -1.797 1.056 0.125 7.0 3.8 1.7
C 0.501 1.820 -2.084 -1.4 0.5 0.4
C -0.490 2.727 -1.595 1.2 -1.1 -1.4
C 1.098 2.414 0.065 -2.4 2.1 0.7
C 1.486 1.662 -1.076 0.7 -0.7 -1.1
C -0.111 3.111 -0.260 1.8 -1.1 1.5
C 0.572 1.285 -3.466 0.1 -0.2 -0.6
H -0.412 0.944 -3.819 0.2 0.1 0.0
H 1.262 0.434 -3.539 -0.3 0.2 0.1
H 0.923 2.055 -4.173 -0.1 -0.2 0.2
C 2.776 0.948 -1.207 -0.3 0.4 -0.7
H 2.923 0.555 -2.220 -0.1 0.1 0.3
H 2.840 0.113 -0.491 0.1 -0.1 0.3
H 3.625 1.611 -0.976 -0.2 -0.1 0.2
C 1.878 2.567 1.309 0.4 -0.2 0.5
H 2.534 3.454 1.273 -0.2 -0.2 0.0
H 2.541 1.709 1.505 -0.1 0.2 0.0
H 1.222 2.684 2.183 0.1 0.1 -0.2
C -0.810 4.128 0.577 -0.1 0.4 0.3
H -0.811 5.110 0.073 -0.1 -0.3 0.2
H -0.310 4.257 1.547 -0.2 -0.1 -0.3
H -1.874 3.881 0.783 0.3 0.2 -0.1
C -1.593 3.331 -2.393 -0.4 0.1 -0.1
H -1.217 4.124 -3.064 -0.1 -0.3 0.2
H -2.356 3.794 -1.749 0.2 -0.1 -0.2
H -2.093 2.585 -3.031 0.2 0.2 0.1
C -2.541 -1.040 -0.573 -1.8 -1.3 -3.0
C -2.637 -0.175 -1.663 -1.1 -3.6 -0.8
C -3.982 0.298 -2.187 -0.2 0.2 -0.4
C -4.640 1.471 -1.408 -0.1 0.5 -0.2
C -3.980 1.848 -0.082 -2.0 0.0 0.5
C -3.956 0.961 0.999 -2.3 -0.2 0.3
C -4.575 -0.431 0.939 -0.3 -0.2 0.3
C -3.782 -1.521 0.156 -0.1 -0.4 0.5
H -4.705 -0.537 -2.234 0.5 0.1 0.2
H -5.700 1.200 -1.255 0.4 0.2 0.2
H -3.860 0.618 -3.234 0.1 -0.2 0.4
H -4.482 -2.006 -0.549 0.4 0.2 0.0
H -1.613 -1.601 -0.372 0.1 0.7 0.0
H -1.794 -0.050 -2.362 0.1 0.1 0.7
H -3.491 -2.316 0.862 0.0 0.3 -0.3
H -4.705 -0.785 1.976 0.0 0.2 -0.4
H -3.800 1.357 2.016 0.2 0.0 -0.4
H -5.593 -0.384 0.514 0.3 0.2 0.2
H -4.657 2.368 -2.051 0.1 -0.4 0.3
H -3.910 2.927 0.119 0.1 -0.4 0.0
P 1.072 -2.426 -2.029 0.2 0.1 0.3
C 2.700 -2.699 -2.830 0.0 0.2 0.0
H 2.646 -3.596 -3.460 0.1 0.2 0.1
H 3.464 -2.815 -2.040 -0.4 0.1 -0.4
H 2.932 -1.822 -3.446 0.1 -0.3 0.0
C 1.057 -3.876 -0.908 -0.1 0.1 0.1
H 1.013 -4.793 -1.508 0.0 0.0 0.2
H 0.169 -3.806 -0.270 0.1 -0.2 0.0
H 1.963 -3.863 -0.287 -0.2 0.0 -0.2
C -0.045 -3.070 -3.341 0.0 0.1 0.0
H -1.069 -3.109 -2.949 0.1 -0.1 -0.2
H 0.283 -4.072 -3.641 -0.2 0.2 -0.1
H -0.021 -2.393 -4.204 -0.1 -0.2 0.1
P -0.559 -0.232 2.734 0.2 -0.1 0.8
C -0.887 1.111 3.950 -0.2 0.2 -0.2
H -1.214 0.677 4.905 0.1 0.2 -0.2
H -1.675 1.772 3.564 0.1 0.0 0.3
H 0.028 1.700 4.096 -0.3 -0.1 0.0
C -1.624 -1.557 3.425 -0.2 0.0 -0.2
H -2.680 -1.327 3.240 0.1 -0.1 0.1
H -1.445 -1.640 4.506 -0.1 -0.1 -0.3
H -1.384 -2.506 2.935 -0.1 0.1 0.1
C 1.065 -0.791 3.371 0.3 -0.2 -0.5
H 0.956 -1.235 4.371 -0.1 0.2 -0.2
H 1.786 0.035 3.413 -0.1 -0.1 -0.1
H 1.481 -1.537 2.685 0.0 0.1 0.2
O 4.041 -2.967 -0.080 0.0 0.7 0.6
C 4.382 -2.133 0.768 0.2 -0.4 -0.1
C 5.601 -2.359 1.667 0.1 -0.2 -0.1
C 5.644 -1.118 2.524 0.2 0.1 0.2
C 4.438 -0.306 2.052 -0.1 -0.1 0.1
O 4.120 0.772 2.570 -0.1 -0.5 -0.4
N 3.773 -0.943 1.039 -0.1 0.0 0.2
H 5.467 -3.268 2.265 0.0 0.1 -0.3
H 6.499 -2.467 1.048 -0.2 -0.2 0.1
H 5.547 -1.350 3.590 0.0 0.3 -0.1
H 6.570 -0.552 2.368 -0.3 0.1 0.2

=====

Entry 4:
25
Properties=species:S:1:pos:R:3:forces:R:3 method="wB97M-V/def2-TZVPD" gap_ev="7.647 / 7.645"
C -2.769 0.471 0.344 -5.3 -2.5 0.4
C 0.530 1.790 -0.540 -0.9 -0.6 -3.4
C 1.663 -1.544 0.727 -1.5 0.7 -1.6
C 2.646 -1.395 -1.447 2.5 0.5 -1.3
C -0.892 1.397 -0.753 -0.8 -1.2 5.7
N -4.415 -0.621 -0.372 -0.1 -0.3 -1.0
N -3.300 -0.061 -0.814 0.7 0.7 2.7
N -3.616 0.234 1.448 2.6 0.3 -2.2
N -4.575 -0.486 0.921 -0.3 0.5 0.3
N -0.943 1.080 1.631 -2.7 -2.2 3.5
N -1.557 1.009 0.439 3.2 2.5 -6.7
N 2.624 -0.809 -0.080 2.5 -2.1 0.4
H 1.016 1.231 0.193 0.7 -1.0 1.4
H 1.052 1.581 -1.515 -0.2 0.6 1.0
H 0.542 2.819 -0.300 0.5 1.3 0.1
H 1.653 -2.620 0.547 -0.2 0.0 0.0
H 1.799 -1.330 1.736 0.6 0.2 1.9
H 0.726 -1.054 0.511 -1.0 -0.6 -0.1
H 2.847 -2.478 -1.432 -0.8 0.0 0.1
H 1.789 -1.141 -2.097 0.1 -0.2 0.7
H 3.591 -1.061 -2.055 -1.7 0.0 1.3
H -1.446 1.423 -1.675 -0.3 -0.2 0.1
H -1.777 0.786 2.369 2.6 0.8 -2.1
H -0.674 2.010 1.813 0.5 1.3 0.3
H 3.485 -1.231 0.400 -0.7 1.5 -1.4

=====

Molecular weight (Da)
1020.11; 742.19; 650.90; 171.21